6
Properties=species:S:1:pos:R:3:forces:R:3 method="wB97M-V/def2-TZVPD" molar_mass_g_mol=54.05 de_lowest_kj_mol=483.4 homo_energy_ev=-11.4 gap_ev=8.69 lumo_ha=-0.0991 energy_ev=-5183.1814
C 0.883 -1.240 -0.835 0.3 0.6 0.4
C 0.805 -2.502 -1.109 0.0 0.5 0.1
C 1.093 -0.108 -0.234 -0.1 -1.4 -0.7
O -1.003 1.413 1.101 -2.6 1.6 -2.0
H -0.324 0.806 0.876 1.1 -0.7 -0.3
H -1.455 1.632 0.201 1.3 -0.6 2.5

117
Properties=species:S:1:pos:R:3:forces:R:3 method="wB97M-V/def2-TZVPD" molar_mass_g_mol=879.91 homo_energy_ev=-8.4 gap_ev=8.33 lumo_ha=-0.0036 energy_ev=-112689.5486
C 1.946 -4.929 -1.130 -0.1 0.0 -0.3
C 0.850 -4.717 -2.188 0.1 0.1 0.2
C 0.497 -3.247 -2.474 -0.3 0.0 -0.1
C -0.785 -2.739 -1.752 -0.4 -0.6 -0.3
C -2.010 -2.770 -2.679 0.3 -0.3 0.1
P -0.609 -1.259 -0.649 0.6 0.1 0.8
C 0.694 0.065 -0.573 0.1 0.8 -0.1
C 0.388 1.185 0.465 0.7 -0.1 -0.3
C -0.235 2.463 -0.121 -0.5 -0.3 1.0
S 0.577 3.988 0.445 0.2 0.3 -0.5
C -2.004 -1.205 0.573 0.3 -0.9 0.1
C -2.047 -2.285 1.671 -0.7 -0.6 0.1
C -3.433 -2.310 2.260 0.1 -1.1 -0.3
F -3.529 -1.943 3.565 -0.2 1.2 -0.4
C -4.585 -2.600 1.635 0.2 1.0 0.9
F -4.819 -3.580 0.777 0.3 0.7 -0.8
F -5.655 -1.825 1.822 -0.5 -1.1 0.5
C 0.558 -2.320 0.481 0.9 0.1 -0.5
O 0.905 -1.603 1.698 -1.1 -0.3 0.2
C 1.478 -2.386 2.645 0.5 0.1 0.1
C 1.029 -2.068 4.035 0.0 0.4 0.0
O 2.291 -3.228 2.382 -0.1 -0.4 -0.2
C -1.646 -0.022 -1.853 -0.2 0.3 -0.6
Cl -3.088 0.846 -1.288 -0.1 -0.1 0.0
C -1.336 0.318 -3.107 0.0 0.2 0.3
C -2.072 1.268 -4.004 0.3 -0.2 -0.4
Cl 0.107 -0.353 -3.829 0.1 -0.1 -0.1
H 2.598 -4.058 -1.110 0.1 -0.1 0.1
H 2.555 -5.791 -1.401 0.0 0.0 0.2
H 1.547 -5.102 -0.133 0.0 0.1 0.0
H 1.176 -5.163 -3.129 0.0 0.0 0.0
H -0.039 -5.267 -1.878 0.0 0.0 -0.2
H 0.298 -3.177 -3.543 0.0 0.2 0.0
H 1.352 -2.603 -2.272 0.1 0.0 -0.1
H -1.025 -3.544 -1.046 0.1 0.3 0.5
H -2.238 -3.823 -2.866 0.0 0.0 -0.1
H -2.895 -2.333 -2.215 0.0 0.1 -0.1
H -1.796 -2.313 -3.641 -0.2 0.2 0.0
H 1.679 -0.337 -0.353 -0.2 -0.4 0.1
H 0.818 0.581 -1.522 -0.2 -0.3 -0.2
H -0.172 0.809 1.318 -0.1 0.1 0.0
H 1.370 1.456 0.857 0.0 0.0 0.1
H -0.253 2.463 -1.207 0.2 0.1 0.0
H -1.265 2.541 0.223 -0.1 0.0 -0.3
H 0.947 3.623 1.677 -0.2 -0.2 0.0
H -2.890 -1.408 -0.025 -0.1 0.5 -0.1
H -2.062 -0.227 1.040 -0.2 0.1 -0.2
H -1.377 -2.091 2.502 0.3 -0.2 -0.1
H -1.863 -3.271 1.239 0.4 0.1 0.1
H 1.493 -2.441 -0.070 -0.1 -0.1 -0.1
H 0.251 -3.343 0.702 -0.2 0.1 0.3
H 1.169 -1.000 4.209 0.0 0.0 0.1
H 1.590 -2.661 4.749 0.0 0.1 0.0
H -0.035 -2.255 4.173 0.0 -0.1 -0.1
H -3.028 0.833 -4.301 -0.1 0.2 0.2
H -1.498 1.417 -4.917 0.0 0.0 0.0
H -2.216 2.235 -3.525 -0.2 0.0 0.1
C 1.616 7.960 0.077 0.0 0.0 -0.1
C 1.119 7.278 1.263 -0.1 -0.1 0.2
N 0.737 6.738 2.202 0.1 0.2 0.0
H 1.965 8.956 0.345 0.0 0.0 0.0
H 2.446 7.396 -0.346 0.0 0.0 0.0
H 0.824 8.049 -0.664 0.0 0.0 0.0
C -2.327 8.333 3.593 0.1 0.0 0.0
C -2.453 9.448 4.523 0.0 0.1 0.1
N -2.553 10.327 5.255 0.0 -0.1 -0.1
H -2.792 8.591 2.643 0.0 0.0 0.0
H -1.276 8.104 3.422 0.0 0.0 0.0
H -2.818 7.452 4.001 0.0 0.0 0.0
C 6.166 -4.337 -1.758 0.2 0.3 0.1
C 5.116 -3.596 -2.440 -0.2 0.1 -0.1
N 4.286 -3.016 -2.985 0.1 -0.1 0.1
H 7.035 -3.694 -1.617 -0.1 0.0 0.0
H 5.811 -4.684 -0.791 0.0 -0.1 0.0
H 6.451 -5.192 -2.356 0.0 -0.1 0.0
C -8.327 -3.937 2.045 0.0 -0.1 0.0
C -9.672 -4.118 1.517 -0.2 0.0 -0.1
N -10.734 -4.261 1.103 0.1 0.0 0.0
H -8.375 -3.584 3.074 0.0 0.0 0.0
H -7.799 -4.889 2.020 0.0 0.0 0.0
H -7.778 -3.211 1.449 0.0 0.0 0.0
C -3.447 -3.990 6.147 0.0 0.0 0.0
C -2.275 -3.141 6.315 0.1 0.1 0.0
N -1.355 -2.467 6.449 -0.1 -0.1 0.0
H -4.230 -3.676 6.833 0.0 0.0 0.0
H -3.815 -3.907 5.126 0.0 0.0 0.0
H -3.185 -5.026 6.355 0.0 0.0 0.0
C 4.133 -7.191 -4.610 0.0 0.0 0.0
C 4.581 -7.098 -3.227 0.0 0.0 0.2
N 4.930 -6.999 -2.137 -0.1 -0.3 -0.2
H 3.871 -8.221 -4.845 0.0 0.0 0.0
H 3.261 -6.556 -4.753 0.0 0.0 0.0
H 4.927 -6.862 -5.278 0.0 0.0 0.0
C 4.934 7.722 2.631 0.0 0.0 0.0
C 5.021 7.427 1.207 0.0 -0.1 -0.3
N 5.088 7.195 0.083 0.0 0.1 0.2
H 5.304 6.876 3.206 0.0 0.0 0.0
H 5.533 8.602 2.858 0.0 0.0 0.0
H 3.897 7.912 2.905 0.0 0.0 0.0
C -2.597 -5.960 1.347 0.0 -0.1 0.1
C -1.774 -6.499 0.273 0.1 -0.1 -0.1
N -1.130 -6.930 -0.575 -0.1 0.0 0.1
H -3.153 -5.100 0.989 0.0 0.0 0.0
H -3.300 -6.721 1.684 0.0 0.0 0.0
H -1.966 -5.662 2.184 0.0 0.0 0.0
C 7.574 9.898 -1.951 0.0 0.0 0.0
C 7.157 10.582 -0.735 -0.1 0.0 0.2
N 6.820 11.107 0.229 0.0 -0.1 -0.1
H 7.701 10.619 -2.756 0.0 0.0 0.0
H 8.519 9.385 -1.780 0.0 0.0 0.0
H 6.819 9.167 -2.236 0.0 0.0 0.0
C -2.165 4.752 -5.445 0.0 0.0 0.0
C -1.761 4.944 -4.058 0.1 0.1 0.2
N -1.444 5.104 -2.965 0.0 -0.1 -0.1
H -2.412 3.706 -5.615 0.0 0.0 0.0
H -3.038 5.364 -5.662 0.0 0.0 0.0
H -1.352 5.039 -6.109 0.0 0.0 0.0